The following is a DFT calculation (ωB97M-V/def2-TZVPD) of a cluster of 2 separate species, C13H24NO5S3 in total.

The calculation puts the largest force on an atom at 1.55 eV/A. Its electronic energy is -2134.9232 Ha. Its HOMO energy is -0.384 hartree.

```
! RIJCOSX wB97M-V def2-TZVPD def2/J DEFGRID3
* xyz 1 1
C 3.64 4.06 0.88
S 3.83 3.12 -0.61
O 5.41 3.20 -0.95
C 3.55 1.40 -0.19
C 2.51 1.27 0.94
C 2.07 -0.19 1.12
S 0.60 -0.63 0.19
C -0.68 0.08 1.25
S -1.08 -0.67 2.62
N -1.23 1.27 0.75
C -1.92 2.09 1.76
C -2.35 3.36 1.04
O -3.38 3.13 0.09
C -3.46 1.79 -0.33
C -2.12 1.04 -0.43
H 4.33 3.69 1.65
H 2.62 3.98 1.25
H 3.84 5.11 0.64
H 5.80 3.89 -0.39
H 4.51 0.98 0.11
H 3.17 0.87 -1.06
H 1.67 1.95 0.76
H 2.98 1.60 1.88
H 1.87 -0.36 2.18
H 2.87 -0.87 0.83
H -1.20 2.39 2.52
H -2.75 1.57 2.25
H -2.63 4.13 1.75
H -1.47 3.69 0.49
H -3.86 1.81 -1.35
H -4.18 1.20 0.25
H -1.60 1.41 -1.32
H -2.34 -0.01 -0.60
C -3.06 -5.26 -1.56
C -1.83 -4.42 -1.74
C -0.60 -5.17 -2.20
O 0.46 -4.36 -1.66
C -0.03 -3.74 -0.56
O 0.63 -3.13 0.22
O -1.37 -3.89 -0.48
H -3.85 -4.68 -1.08
H -3.43 -5.61 -2.53
H -2.86 -6.12 -0.93
H -2.04 -3.57 -2.40
H -0.52 -5.24 -3.28
H -0.52 -6.17 -1.77
*
```